# C17H43BCl2NO9P3

A cluster of 3 separate species, C17H43BCl2NO9P3 in total at a distorted geometry (the ωB97M-V functional and the def2-TZVPD basis, the Open Molecules 2025 dataset).

XYZ file:
```
76
Properties=species:S:1:pos:R:3
C 1.357 3.964 1.313
C 0.216 3.908 0.245
B -1.112 3.159 0.765
C -1.127 1.596 1.163
Cl 0.061 1.206 2.500
C -2.490 0.990 1.614
C -3.574 0.946 0.493
Cl -3.112 1.711 3.171
P -2.695 4.269 0.818
N -2.888 4.942 2.419
O -2.459 5.597 -0.180
H 1.001 3.999 2.359
H 2.077 4.786 1.141
H 1.932 3.018 1.231
H -0.004 4.957 -0.042
H 0.544 3.412 -0.708
H -0.772 1.005 0.290
H -2.280 -0.064 1.879
H -3.917 -0.086 0.283
H -3.278 1.477 -0.427
H -4.471 1.469 0.881
H -3.764 4.553 2.753
H -2.132 4.676 3.041
H -3.154 5.656 -0.841
O 2.696 3.871 -2.493
P 3.087 2.726 -3.413
O 4.661 2.637 -2.899
C 4.928 2.023 -1.639
C 4.767 0.514 -1.696
O 3.279 3.657 -4.764
C 2.582 4.888 -4.946
C 3.471 6.058 -4.570
O 3.336 1.340 -4.326
C 3.977 1.302 -5.604
C 5.433 1.715 -5.594
H 4.277 2.453 -0.871
H 5.957 2.273 -1.377
H 3.723 0.237 -1.869
H 5.089 0.057 -0.759
H 5.351 0.093 -2.514
H 1.646 4.900 -4.388
H 2.321 4.956 -6.005
H 3.867 5.954 -3.560
H 2.922 6.999 -4.638
H 4.330 6.108 -5.242
H 3.404 1.872 -6.335
H 3.918 0.259 -5.926
H 5.557 2.773 -5.368
H 5.877 1.529 -6.574
H 5.992 1.152 -4.845
O -0.506 -5.823 2.273
P -1.846 -6.147 2.897
O -2.873 -5.679 1.691
C -2.961 -6.493 0.522
C -3.714 -7.785 0.786
O -1.927 -4.859 3.924
C -0.768 -4.128 4.323
C -0.625 -2.871 3.490
O -3.052 -6.921 3.760
C -3.981 -6.272 4.631
C -4.912 -5.296 3.946
H -1.958 -6.702 0.139
H -3.488 -5.908 -0.232
H -3.160 -8.430 1.473
H -3.871 -8.336 -0.143
H -4.682 -7.583 1.245
H 0.127 -4.747 4.274
H -0.907 -3.855 5.373
H -0.625 -3.093 2.422
H 0.296 -2.342 3.738
H -1.469 -2.201 3.671
H -3.459 -5.808 5.468
H -4.582 -7.076 5.062
H -4.384 -4.420 3.571
H -5.670 -4.950 4.653
H -5.413 -5.765 3.099
```

## Properties
HOMO-LUMO gap = 6.545 eV
Spin multiplicity = 1
Lowest unoccupied orbital energy = -1.4150 eV
Max |F| = 8.814 eV/A
Molar mass = 580.2 g/mol
SMILES = CCB([C@@H](Cl)[C@H](C)Cl)P(N)O.CCOP(=O)(OCC)OCC.CCOP(=O)(OCC)OCC
Calculated total energy = -3374.7377 Ha


# C17H43N3O6

A cluster of 3 separate species, C17H43N3O6 in total (the ωB97M-V functional and the def2-TZVPD basis, the Open Molecules 2025 dataset).

XYZ file:
```
69
Properties=species:S:1:pos:R:3
C -4.818 -0.134 -6.571
C -4.066 -1.284 -5.904
O -2.930 -0.875 -5.149
N -3.337 0.029 -4.130
C -3.362 -0.639 -2.824
C -4.783 -0.733 -2.272
O -5.171 0.441 -1.577
C -5.810 1.409 -2.386
H -4.231 0.780 -6.495
H -5.783 0.057 -6.106
H -4.991 -0.343 -7.626
H -4.731 -1.869 -5.258
H -3.648 -1.966 -6.643
H -2.637 0.761 -4.150
H -2.895 -1.624 -2.898
H -2.792 -0.027 -2.119
H -4.863 -1.557 -1.558
H -5.482 -0.918 -3.095
H -6.715 0.996 -2.848
H -5.154 1.778 -3.179
H -6.092 2.232 -1.732
C 4.611 1.385 -0.631
O 3.373 1.039 -0.047
C 2.796 2.053 0.765
C 1.482 2.519 0.184
N 1.692 3.214 -1.074
C 0.475 3.592 -1.779
C -0.448 2.475 -2.251
O 0.100 1.662 -3.270
C 0.901 0.582 -2.845
H 4.970 0.506 -1.162
H 4.518 2.217 -1.338
H 5.348 1.664 0.130
H 3.487 2.894 0.873
H 2.616 1.628 1.758
H 1.006 3.205 0.893
H 0.828 1.639 0.094
H 2.265 2.638 -1.677
H 0.760 4.182 -2.652
H -0.106 4.252 -1.124
H -1.334 2.943 -2.690
H -0.793 1.849 -1.418
H 0.561 0.176 -1.887
H 1.956 0.855 -2.745
H 0.821 -0.197 -3.603
C 2.601 -3.432 7.212
O 1.757 -2.388 6.779
C 2.386 -1.115 6.700
C 2.393 -0.615 5.274
N 3.236 -1.452 4.440
C 3.224 -1.122 3.022
C 1.908 -1.269 2.267
O 1.468 -2.610 2.147
C 0.655 -3.085 3.200
H 1.988 -4.327 7.293
H 3.421 -3.622 6.510
H 3.037 -3.213 8.194
H 3.410 -1.179 7.079
H 1.827 -0.416 7.328
H 2.788 0.406 5.263
H 1.348 -0.563 4.931
H 2.965 -2.420 4.564
H 3.965 -1.750 2.522
H 3.563 -0.086 2.910
H 2.076 -0.907 1.249
H 1.112 -0.656 2.709
H 0.023 -2.288 3.606
H 1.236 -3.509 4.024
H 0.015 -3.867 2.793
```

## Properties
HOMO-LUMO gap = 9.358 eV
Spin multiplicity = 1
Lowest unoccupied orbital energy = 0.7499 eV
Max |F| = 0.420 eV/A
Molar mass = 385.5 g/mol
SMILES = COCCNCCOC.COCCNCCOC.CCONCCOC
Calculated total energy = -1289.0309 Ha


# C17H43N4O2

A cluster of 3 separate species, C17H43N4O2 in total at a distorted geometry (the ωB97M-V functional and the def2-TZVPD basis, the Open Molecules 2025 dataset).

XYZ file:
```
66
Properties=species:S:1:pos:R:3
C 8.472 -2.913 1.690
O 7.815 -1.804 2.317
C 7.756 -0.657 1.584
N 6.348 -0.103 1.646
N 5.922 0.041 3.022
C 5.361 -0.674 0.682
C 5.011 -2.149 0.920
C 3.670 -2.464 1.672
O 5.172 -2.574 2.179
H 7.802 -3.399 0.984
H 8.717 -3.612 2.477
H 9.389 -2.597 1.201
H 8.405 0.127 1.973
H 7.979 -0.810 0.529
H 6.468 0.865 1.345
H 4.909 -0.008 3.030
H 6.264 -0.784 3.509
H 4.464 -0.065 0.636
H 5.845 -0.645 -0.292
H 5.233 -2.803 0.090
H 3.258 -2.609 2.670
H 3.363 -1.386 1.661
C 0.052 -1.606 2.112
C 0.278 -0.106 2.219
N 0.629 0.506 0.949
C 1.128 1.864 1.081
C 0.182 2.940 1.622
C -0.315 0.276 -0.137
C -1.771 0.706 0.075
H 0.910 -2.077 1.628
H -0.064 -2.033 3.109
H -0.842 -1.867 1.548
H 1.119 0.072 2.900
H -0.601 0.353 2.695
H 1.507 2.181 0.105
H 2.006 1.823 1.739
H -0.569 3.227 0.889
H 0.751 3.839 1.868
H -0.327 2.617 2.530
H -0.306 -0.791 -0.369
H 0.080 0.759 -1.034
H -2.157 0.396 1.047
H -2.401 0.245 -0.687
H -1.900 1.784 -0.014
C -5.971 -0.148 -0.478
C -6.719 -0.018 -1.795
N -6.553 1.287 -2.407
C -7.477 1.538 -3.499
C -7.368 0.666 -4.756
C -5.180 1.706 -2.622
C -4.272 0.805 -3.472
H -6.241 0.658 0.205
H -6.219 -1.096 0.001
H -4.890 -0.127 -0.625
H -7.786 -0.158 -1.607
H -6.412 -0.844 -2.458
H -7.386 2.589 -3.785
H -8.488 1.432 -3.095
H -6.497 0.921 -5.358
H -8.247 0.818 -5.383
H -7.319 -0.396 -4.514
H -4.710 1.831 -1.643
H -5.201 2.710 -3.053
H -4.360 -0.245 -3.188
H -3.229 1.097 -3.329
H -4.485 0.886 -4.536
```

## Properties
Total charge = +1
HOMO-LUMO gap = 6.153 eV
Spin multiplicity = 1
Lowest unoccupied orbital energy = -3.1474 eV
Max |F| = 3.483 eV/A
Molar mass = 335.6 g/mol
Calculated total energy = -1042.5266 Ha


# C17H44InN4O4

A structure of composition C17H44InN4O4 at a distorted geometry (the ωB97M-V functional and the def2-TZVPD basis, the Open Molecules 2025 dataset).

XYZ file:
```
70
Properties=species:S:1:pos:R:3
C 5.508 2.028 -2.674
C 5.120 3.026 -1.599
In 3.336 4.371 -2.184
C 1.982 3.077 -3.454
C 0.381 3.410 -3.338
C -0.285 3.044 -1.874
N 0.360 2.002 -0.972
O -1.436 3.686 -1.539
H 4.760 1.833 -3.579
H 6.556 1.487 -2.659
H 5.653 3.113 -0.560
H 2.556 5.123 -0.753
H 4.092 5.711 -3.177
H 2.338 3.195 -4.583
H 2.166 1.950 -3.168
H 0.158 4.517 -3.692
H -0.161 2.703 -4.133
H 1.090 2.448 -0.363
H -0.422 1.624 -0.369
C -4.697 -2.519 -0.392
C -3.188 -2.579 -0.169
C -2.629 -1.354 0.592
O -2.502 -0.175 -0.209
C -3.700 0.573 -0.347
N -2.520 -2.759 -1.466
H -4.980 -1.815 -1.179
H -5.076 -3.502 -0.696
H -5.219 -2.233 0.527
H -2.989 -3.466 0.446
H -1.611 -1.598 0.918
H -3.205 -1.146 1.501
H -4.316 0.539 0.557
H -4.265 0.216 -1.209
H -3.429 1.615 -0.541
H -1.521 -2.889 -1.303
H -2.568 -1.863 -1.959
C 5.579 5.337 2.651
C 4.111 5.725 2.487
C 3.418 6.090 3.821
O 3.068 4.960 4.628
C 4.130 4.456 5.424
N 3.404 4.639 1.792
H 5.706 4.335 3.071
H 6.083 5.339 1.678
H 6.103 6.048 3.297
H 4.083 6.616 1.849
H 2.469 6.584 3.582
H 4.007 6.813 4.398
H 4.795 5.250 5.778
H 4.693 3.707 4.864
H 3.695 3.957 6.294
H 2.448 4.941 1.605
H 3.288 3.874 2.463
C -3.383 -8.623 -1.381
C -3.821 -7.180 -1.622
C -2.875 -6.136 -0.984
O -3.034 -5.987 0.430
C -2.339 -6.953 1.203
N -5.203 -7.014 -1.150
H -3.586 -8.960 -0.361
H -3.924 -9.301 -2.052
H -2.314 -8.746 -1.577
H -3.807 -7.016 -2.706
H -3.121 -5.156 -1.411
H -1.827 -6.331 -1.240
H -1.389 -7.245 0.745
H -2.971 -7.828 1.363
H -2.129 -6.516 2.184
H -5.521 -6.076 -1.395
H -5.175 -6.998 -0.126
```

## Properties
Total charge = -1
HOMO-LUMO gap = 6.580 eV
Spin multiplicity = 1
Lowest unoccupied orbital energy = 2.1204 eV
Max |F| = 7.875 eV/A
Molar mass = 483.4 g/mol
Calculated total energy = -1383.9882 Ha
Energy above the lowest of the compared OMol25 structures with the same formula, charge and spin = 3.840 eV


# C17H44N3O7P

A cluster of 3 separate species, C17H44N3O7P in total at a distorted geometry (the ωB97M-V functional and the def2-TZVPD basis, the Open Molecules 2025 dataset).

XYZ file:
```
72
Properties=species:S:1:pos:R:3
C 3.518 -0.752 -1.409
O 2.411 -0.574 -2.305
C 2.751 0.438 -3.259
C 1.606 1.522 -3.397
O 1.951 2.786 -2.876
C 2.198 2.732 -1.470
C 3.517 3.482 -1.057
N 4.416 2.578 -0.266
P -0.059 0.876 -2.816
O -0.269 0.910 -1.307
H 4.506 -0.752 -1.922
H 3.428 -1.729 -0.887
H 3.488 0.085 -0.671
H 2.827 -0.082 -4.246
H 3.733 0.917 -3.081
H 1.500 1.667 -4.503
H 1.374 3.313 -0.985
H 2.140 1.718 -1.027
H 3.237 4.315 -0.364
H 4.034 3.953 -1.915
H 5.341 2.995 -0.387
H 4.208 2.778 0.712
H -1.087 1.517 -3.561
H -0.083 -0.501 -3.217
C -6.408 -4.440 -3.232
O -6.757 -3.140 -2.788
C -6.579 -2.960 -1.385
C -5.482 -1.938 -1.120
N -4.174 -2.475 -1.481
C -3.105 -1.477 -1.467
C -3.180 -0.354 -2.504
O -3.011 -0.795 -3.847
C -4.203 -1.209 -4.495
H -6.663 -4.512 -4.289
H -5.335 -4.620 -3.120
H -6.972 -5.203 -2.686
H -6.372 -3.904 -0.874
H -7.523 -2.570 -0.992
H -5.485 -1.676 -0.059
H -5.719 -1.039 -1.702
H -4.228 -2.875 -2.409
H -2.168 -2.017 -1.629
H -3.043 -1.035 -0.468
H -2.340 0.316 -2.307
H -4.085 0.255 -2.403
H -5.078 -0.657 -4.144
H -4.359 -2.282 -4.367
H -4.084 -1.023 -5.564
C 1.395 0.346 1.705
O 2.355 1.221 2.286
C 1.765 2.313 2.984
C 2.069 2.212 4.472
N 1.347 1.096 5.074
C 1.763 0.797 6.443
C 3.189 0.277 6.647
O 3.415 -1.010 6.093
C 3.814 -1.010 4.732
H 1.933 -0.399 1.119
H 0.817 -0.171 2.478
H 0.720 0.890 1.038
H 0.688 2.380 2.803
H 2.224 3.228 2.594
H 1.772 3.143 4.964
H 3.154 2.091 4.581
H 1.490 0.269 4.509
H 1.074 0.037 6.822
H 1.616 1.689 7.061
H 3.339 0.164 7.725
H 3.950 0.989 6.309
H 4.399 -0.125 4.471
H 2.945 -1.094 4.075
H 4.433 -1.894 4.566
```

## Properties
HOMO-LUMO gap = 9.343 eV
Spin multiplicity = 1
Lowest unoccupied orbital energy = 0.7823 eV
Max |F| = 2.816 eV/A
Molar mass = 433.5 g/mol
SMILES = COC[C@H](OCCN)[PH2]=O.COCCNCCOC.COCCNCCOC
Calculated total energy = -1706.2492 Ha


# C17H45N6O9

A cluster of 7 separate species, C17H45N6O9 in total at a distorted geometry (the ωB97M-V functional and the def2-TZVPD basis, the Open Molecules 2025 dataset).

XYZ file:
```
77
Properties=species:S:1:pos:R:3
C -0.379 0.584 0.168
C -0.271 -0.915 0.156
O 0.370 -1.389 -1.010
H -0.667 1.023 -0.797
H 0.503 1.052 0.608
H -1.233 0.945 0.757
H -1.116 -1.569 0.420
H 0.376 -1.132 1.030
C 2.656 1.468 -1.642
C 3.716 0.614 -0.999
O 4.804 0.967 -0.715
N 3.369 -0.837 -0.686
H 2.332 -0.867 -0.681
H 3.790 -1.405 -1.420
C 3.829 -1.264 0.686
H 1.960 0.841 -2.210
H 3.171 2.251 -2.184
H 1.964 1.824 -0.872
H 4.796 -0.831 0.928
H 3.870 -2.349 0.681
H 3.093 -0.813 1.351
C -5.166 4.870 -2.865
C -4.009 4.030 -2.487
O -3.752 2.917 -2.796
N -3.137 4.572 -1.356
H -2.233 4.685 -1.828
H -3.440 5.499 -1.052
C -2.936 3.703 -0.096
H -5.642 4.491 -3.763
H -4.863 5.909 -3.052
H -5.824 5.049 -2.009
H -3.876 3.931 0.405
H -2.074 4.106 0.423
H -2.926 2.653 -0.356
C 0.919 -5.199 0.436
C -0.393 -4.632 0.077
O -1.286 -4.573 0.855
N -0.604 -3.944 -1.269
H -0.254 -2.939 -1.245
H -0.004 -4.537 -1.848
C -2.008 -4.034 -1.747
H 1.571 -5.346 -0.426
H 0.733 -6.152 0.933
H 1.430 -4.615 1.202
H -2.063 -3.867 -2.822
H -2.533 -3.284 -1.162
H -2.426 -5.030 -1.623
C 0.683 -0.512 -5.919
C -0.236 0.128 -4.916
O -0.716 1.187 -5.103
N -0.908 -0.808 -3.919
H -1.042 -1.714 -4.380
H -0.146 -1.103 -3.275
C -2.157 -0.279 -3.274
H 1.293 -1.292 -5.458
H 1.354 0.233 -6.338
H 0.060 -0.927 -6.713
H -1.860 0.581 -2.684
H -2.632 -1.038 -2.661
H -2.832 0.070 -4.051
C 1.021 1.154 7.787
C 0.450 0.735 6.454
O 0.018 1.465 5.635
N 0.502 -0.747 6.114
H 0.737 -1.161 7.021
H -0.395 -1.132 5.821
C 1.712 -1.061 5.229
H 2.114 1.188 7.727
H 0.648 0.447 8.529
H 0.816 2.185 8.065
H 1.387 -0.900 4.208
H 1.913 -2.103 5.478
H 2.574 -0.483 5.547
N 2.878 2.338 2.737
O 2.523 1.640 3.725
O 2.161 2.486 1.715
O 3.942 2.966 2.805
```

## Properties
Total charge = +3
HOMO-LUMO gap = 5.634 eV
Spin multiplicity = 1
Lowest unoccupied orbital energy = -7.4707 eV
Max |F| = 2.732 eV/A
Molar mass = 477.6 g/mol
Calculated total energy = -1679.2258 Ha
Energy above the lowest of the compared OMol25 structures with the same formula, charge and spin = 0.032 eV